{
  "formula": "C42H86Cl36I2P2S",
  "method": "the ωB97M-V functional and the def2-TZVPD basis",
  "charge": 0,
  "fmax_ev_per_a": 2.808,
  "lumo_energy_ev": 0.3,
  "orbital_gap_ev": 7.82,
  "e_homo_ha": -0.2759,
  "elements": ["C", "C", "C", "I", "P", "C", "C", "C", "I", "P", "S", "H", "H", "H", "H", "H", "H", "H", "H", "H", "H", "H", "H", "H", "H", "Cl", "C", "C", "Cl", "H", "H", "H", "H", "Cl", "C", "C", "Cl", "H", "H", "H", "H", "Cl", "C", "C", "Cl", "H", "H", "H", "H", "Cl", "C", "C", "Cl", "H", "H", "H", "H", "Cl", "C", "C", "Cl", "H", "H", "H", "H", "Cl", "C", "C", "Cl", "H", "H", "H", "H", "Cl", "C", "C", "Cl", "H", "H", "H", "H", "Cl", "C", "C", "Cl", "H", "H", "H", "H", "Cl", "C", "C", "Cl", "H", "H", "H", "H", "Cl", "C", "C", "Cl", "H", "H", "H", "H", "Cl", "C", "C", "Cl", "H", "H", "H", "H", "Cl", "C", "C", "Cl", "H", "H", "H", "H", "Cl", "C", "C", "Cl", "H", "H", "H", "H", "Cl", "C", "C", "Cl", "H", "H", "H", "H", "Cl", "C", "C", "Cl", "H", "H", "H", "H", "Cl", "C", "C", "Cl", "H", "H", "H", "H", "Cl", "C", "C", "Cl", "H", "H", "H", "H", "Cl", "C", "C", "Cl", "H", "H", "H", "H"],
  "coordinates": [[4.556235, 0.196586, 0.678425], [2.955967, 0.398010, 0.386929], [2.592602, 1.381654, -0.872026], [4.033884, 1.373522, -2.516289], [2.224627, 3.208026, -0.347986], [0.624086, 3.272448, 0.752491], [-0.413497, 2.036183, 0.466158], [-1.391589, 2.334278, -0.849165], [-1.684712, 1.797192, 2.283863], [3.902588, 4.014208, 0.857312], [5.642436, 3.771832, -0.064261], [5.161303, -0.298249, -0.203640], [5.090543, 1.180361, 1.088314], [4.632187, -0.579243, 1.582729], [2.445991, -0.650971, 0.280199], [2.507062, 0.926051, 1.359243], [1.563671, 0.979302, -1.322815], [0.891537, 3.432768, 1.895543], [0.050675, 4.268769, 0.430609], [0.106923, 0.980258, 0.333489], [-1.663564, 1.284287, -1.340689], [-2.401212, 2.840163, -0.470940], [-0.875174, 3.075743, -1.602485], [3.749410, 5.444042, 1.098157], [3.855136, 3.363447, 2.141654], [-1.461576, -0.792071, -2.858444], [-2.486651, -2.210805, -2.529323], [-3.967255, -1.864891, -2.537942], [-4.425591, -0.835153, -1.157904], [-2.178159, -2.638291, -1.570344], [-2.272576, -2.943903, -3.312733], [-4.563010, -2.778816, -2.461204], [-4.254874, -1.346226, -3.457733], [2.185763, 1.409975, -7.097323], [0.652087, 0.582741, -6.729324], [-0.185168, 1.347567, -5.716424], [0.554106, 1.347211, -4.095186], [0.885903, -0.427144, -6.378591], [0.105174, 0.496594, -7.672964], [-1.167454, 0.877493, -5.615350], [-0.334492, 2.388292, -6.020309], [3.101710, -2.985159, -0.999697], [4.103669, -3.922669, -2.135061], [4.583229, -3.082190, -3.307893], [3.248799, -2.619869, -4.394399], [3.520982, -4.786403, -2.469713], [4.963076, -4.291832, -1.567496], [5.295474, -3.654594, -3.908838], [5.078979, -2.166264, -2.971641], [5.501710, -6.407608, -3.583370], [6.503669, -7.345118, -4.718735], [6.983229, -6.504639, -5.891567], [5.648799, -6.042318, -6.978072], [5.920982, -8.208852, -5.053386], [7.363076, -7.714281, -4.151169], [7.695474, -7.077043, -6.492511], [7.478979, -5.588713, -5.555315], [6.355333, -5.403070, 0.117244], [6.227689, -7.165007, -0.109001], [7.514038, -7.886838, 0.260034], [8.835943, -7.531412, -0.880658], [5.942942, -7.354779, -1.148451], [5.412246, -7.508008, 0.534734], [7.354787, -8.968450, 0.231278], [7.852942, -7.618376, 1.265432], [1.573479, -2.545268, -9.094673], [1.552256, -3.903098, -7.942392], [0.318445, -3.884135, -7.053983], [0.334114, -2.518143, -5.909973], [2.473719, -3.863877, -7.353393], [1.567448, -4.821813, -8.536297], [0.278244, -4.797656, -6.454036], [-0.601786, -3.821950, -7.643102], [5.394927, -3.227439, -10.142743], [5.400343, -1.483390, -10.503530], [4.782538, -1.174468, -11.858079], [5.787453, -1.764298, -13.206110], [6.432797, -1.126155, -10.440486], [4.823015, -0.995302, -9.712674], [4.687584, -0.092402, -11.985309], [3.787261, -1.618511, -11.958097], [0.768124, 6.713730, 1.498375], [-0.697814, 7.339287, 2.293110], [-1.695362, 6.236346, 2.609873], [-2.422589, 5.543898, 1.137937], [-1.135632, 8.104899, 1.645263], [-0.373252, 7.822904, 3.219267], [-2.517316, 6.639134, 3.208393], [-1.230240, 5.421538, 3.173346], [-1.414237, -4.659531, -10.920522], [-2.947913, -5.486765, -10.552523], [-3.785168, -4.721939, -9.539623], [-3.045894, -4.722295, -7.918385], [-2.714097, -6.496650, -10.201791], [-3.494826, -5.572912, -11.496163], [-4.767454, -5.192013, -9.438549], [-3.934492, -3.681214, -9.843508], [0.047453, -1.296423, 7.961145], [-1.060765, -0.456746, 6.848177], [-0.569130, 0.936720, 6.489757], [-0.634904, 2.051207, 7.878472], [-2.051443, -0.427716, 7.312145], [-1.126458, -1.070513, 5.944868], [-1.204757, 1.366136, 5.710236], [0.460369, 0.918154, 6.118892], [0.194632, -4.808616, 5.301306], [-0.250680, -4.976028, 7.017574], [-0.021696, -6.386926, 7.536084], [-1.152492, -7.560318, 6.815396], [-1.295411, -4.670099, 7.129367], [0.371643, -4.270275, 7.575803], [-0.183111, -6.416402, 8.617356], [0.997481, -6.730518, 7.333664], [-4.709517, -0.210741, 9.977273], [-4.704101, 1.533307, 9.616485], [-5.321906, 1.842229, 8.261936], [-4.316991, 1.252400, 6.913906], [-3.671647, 1.890542, 9.679530], [-5.281429, 2.021395, 10.407342], [-5.416860, 2.924296, 8.134706], [-6.317183, 1.398186, 8.161919], [-3.115861, 8.169787, 5.065842], [-2.605717, 9.772173, 5.652369], [-1.523284, 10.386417, 4.778892], [0.023379, 9.511303, 4.909069], [-2.274034, 9.664992, 6.689698], [-3.494935, 10.409523, 5.644085], [-1.330830, 11.415817, 5.094119], [-1.816178, 10.401462, 3.724501], [-4.837890, -3.004033, -12.722569], [-3.688411, -1.659320, -12.928354], [-3.128555, -1.173149, -11.600905], [-4.364807, -0.363323, -10.605516], [-4.197894, -0.856036, -13.469384], [-2.875937, -2.031866, -13.559296], [-2.336139, -0.440405, -11.777636], [-2.707828, -1.996209, -11.014975], [-2.365429, 4.596441, 8.495349], [-3.101106, 5.913645, 9.441741], [-4.492400, 5.556044, 9.940080], [-5.674389, 5.442820, 8.611540], [-3.114909, 6.813370, 8.818960], [-2.438878, 6.099458, 10.292576], [-4.854906, 6.332562, 10.619551], [-4.495444, 4.603070, 10.478211], [-4.068410, 10.572673, 1.716301], [-5.602086, 9.745438, 2.084301], [-6.439340, 10.510264, 3.097201], [-5.700067, 10.509908, 4.718439], [-5.368269, 8.735553, 2.435033], [-6.148999, 9.659291, 1.140660], [-7.421627, 10.040191, 3.198275], [-6.588664, 11.550990, 2.793316], [-0.085138, -1.436250, 0.164952], [-0.106360, -2.794079, 1.317233], [-1.340171, -2.775117, 2.205642], [-1.324503, -1.409125, 3.349652], [0.815102, -2.754859, 1.906232], [-0.091168, -3.712795, 0.723328], [-1.380373, -3.688637, 2.805589], [-2.260402, -2.712931, 1.616523], [-1.800910, -0.905986, 10.886466], [-0.440955, -1.318791, 11.959787], [-0.766384, -2.487020, 12.876988], [-1.994764, -2.063238, 14.096179], [-0.171938, -0.423029, 12.527935], [0.403531, -1.578159, 11.314370], [0.130200, -2.790582, 13.424764], [-1.131793, -3.351770, 12.314461]],
  "forces_ev_per_a": [[0.1, -0.6, 1.3], [0.7, 0.2, 0.6], [-1.3, -1.2, 1.6], [-0.7, -0.1, 0.6], [-1.1, 0.3, -1.2], [-1.0, 0.4, 0.7], [0.6, 0.2, -1.2], [-0.4, -0.3, 0.8], [0.5, 0.4, -1.0], [1.2, -0.4, -0.1], [-0.7, 0.1, 0.5], [-1.4, 1.3, 1.7], [-1.2, -2.1, -1.3], [-0.2, 1.6, -1.9], [1.0, 2.2, 0.0], [0.8, -1.2, -2.0], [2.2, 1.1, 0.8], [-0.6, -0.7, -2.3], [1.4, -2.2, 0.6], [-1.1, 2.5, 0.5], [0.6, 2.5, 1.0], [2.3, -1.1, -0.9], [-0.9, -1.7, 1.4], [-0.7, -1.2, 0.0], [-0.1, 0.6, -0.3], [-0.1, -0.2, -0.1], [-0.2, -0.2, 0.0], [0.1, -0.2, -0.2], [0.1, 0.0, 0.0], [-0.1, 0.2, -0.1], [-0.1, 0.1, 0.0], [0.1, 0.1, 0.0], [0.1, 0.0, 0.2], [0.1, 0.1, 0.0], [-0.2, -0.1, 0.2], [-0.1, 0.0, -0.3], [0.1, 0.2, -0.1], [0.1, 0.7, -0.2], [0.0, 0.0, 0.2], [0.2, -0.1, 0.0], [0.1, -0.2, 0.1], [-0.1, 0.0, 0.0], [0.3, -0.1, -0.3], [0.2, 0.0, 0.1], [0.0, 0.0, 0.1], [0.0, 0.3, 0.0], [-0.2, 0.2, -0.2], [-0.2, 0.0, 0.2], [-0.2, -0.1, 0.0], [0.0, -0.1, -0.1], [0.3, -0.3, -0.3], [0.2, -0.1, 0.2], [0.0, 0.0, 0.0], [0.0, 0.3, 0.0], [-0.1, 0.1, -0.1], [-0.1, 0.0, 0.1], [-0.2, -0.2, 0.0], [0.2, -0.1, 0.1], [0.0, -0.4, 0.0], [-0.3, 0.0, 0.2], [0.0, 0.0, 0.0], [0.2, 0.1, 0.2], [0.2, 0.0, 0.0], [0.0, 0.2, -0.1], [-0.1, 0.0, -0.3], [0.0, 0.1, 0.0], [0.0, -0.3, 0.3], [0.0, -0.3, -0.3], [-0.3, -0.5, 0.1], [-0.2, 0.1, -0.1], [-0.1, 0.2, 0.1], [0.1, 0.1, -0.1], [0.3, 0.1, 0.1], [0.0, 0.0, 0.0], [-0.1, 0.3, 0.0], [-0.2, 0.1, 0.3], [0.0, 0.0, 0.0], [-0.2, -0.2, -0.1], [0.0, -0.1, -0.2], [0.1, -0.2, 0.1], [0.3, 0.0, 0.1], [0.1, 0.1, -0.1], [-0.4, 0.1, 0.3], [0.1, 0.1, 0.2], [0.0, 0.0, -0.1], [0.1, -0.2, 0.0], [-0.1, -0.3, -0.3], [0.3, -0.1, -0.3], [0.0, 0.1, -0.2], [0.1, 0.1, 0.1], [-0.4, -0.2, 0.0], [-0.1, 0.0, -0.4], [0.0, 0.0, 0.0], [0.0, 0.3, 0.0], [0.0, 0.1, 0.2], [0.2, 0.0, -0.1], [0.1, -0.2, 0.1], [0.2, -0.1, 0.0], [-0.3, 0.2, -0.3], [0.0, -0.3, -0.2], [0.1, -0.1, 0.0], [0.3, 0.1, 0.0], [0.1, 0.1, 0.2], [0.0, -0.1, 0.1], [-0.2, 0.0, 0.2], [0.0, 0.0, -0.1], [0.0, 0.0, 0.4], [0.2, 0.2, 0.1], [0.0, 0.0, 0.0], [0.2, -0.1, -0.1], [-0.1, -0.1, -0.1], [0.0, 0.1, -0.2], [-0.2, 0.1, -0.1], [-0.2, 0.0, -0.1], [0.0, 0.3, -0.1], [-0.2, 0.2, 0.3], [0.0, -0.1, -0.1], [-0.1, -0.1, -0.1], [0.0, -0.1, -0.2], [0.1, -0.2, 0.1], [0.3, 0.0, 0.0], [0.0, 0.1, 0.2], [0.1, 0.4, 0.2], [-0.3, 0.1, 0.0], [0.1, 0.1, 0.2], [0.0, -0.1, -0.3], [0.4, -0.1, -0.1], [-0.1, -0.2, 0.0], [0.0, -0.1, 0.2], [-0.1, 0.0, 0.0], [0.3, 0.3, 0.0], [0.2, -0.1, -0.2], [0.0, -0.1, 0.0], [0.0, -0.2, 0.2], [-0.1, 0.0, 0.2], [-0.1, -0.1, -0.1], [-0.1, 0.1, -0.2], [-0.2, 0.1, 0.1], [-0.1, 0.2, 0.1], [0.2, 0.1, 0.3], [0.0, 0.1, 0.0], [-0.1, -0.2, 0.1], [-0.2, -0.1, -0.1], [0.1, -0.1, -0.1], [0.1, 0.2, -0.2], [0.1, 0.0, 0.1], [-0.3, -0.2, 0.1], [-0.1, 0.0, -0.4], [-0.3, 0.1, -0.1], [0.0, 0.3, 0.0], [0.1, 0.1, 0.2], [0.2, 0.0, 0.0], [0.1, -0.2, 0.1], [-0.2, -0.3, 0.0], [0.0, -0.3, 0.3], [0.0, -0.3, -0.1], [0.1, -0.4, 0.0], [-0.2, 0.1, -0.1], [-0.1, 0.1, 0.1], [0.1, 0.1, -0.1], [0.2, 0.1, 0.1], [0.1, 0.0, 0.3], [0.2, -0.1, 0.0], [0.2, 0.0, -0.2], [0.0, 0.0, 0.0], [-0.1, -0.2, -0.1], [-0.1, 0.0, 0.1], [-0.1, 0.1, -0.1], [0.0, 0.3, 0.1]],
  "lowdin_charge": [-0.196, -0.361, -0.929, 0.735, 0.689, -0.510, -0.748, -0.180, 0.728, 0.095, -0.022, 0.045, 0.039, 0.084, 0.014, 0.111, 0.033, 0.061, 0.023, -0.017, 0.019, 0.055, 0.081, -0.052, -0.054, 0.540, -0.641, -0.657, 0.541, 0.043, 0.070, 0.071, 0.069, 0.529, -0.701, -0.639, 0.508, -0.055, 0.072, 0.062, 0.071, 0.581, -0.717, -0.660, 0.534, 0.045, -0.030, 0.033, 0.058, 0.640, -0.625, -0.654, 0.537, 0.073, 0.069, 0.075, 0.073, 0.592, -0.655, -0.658, 0.534, 0.009, 0.077, 0.073, 0.070, 0.536, -0.641, -0.636, 0.598, 0.056, 0.075, 0.078, -0.006, 0.519, -0.664, -0.667, 0.529, 0.070, 0.068, 0.072, 0.064, 0.560, -0.667, -0.661, 0.539, 0.071, -0.021, -0.010, 0.067, 0.553, -0.656, -0.654, 0.580, 0.071, 0.056, 0.078, 0.036, 0.541, -0.662, -0.653, 0.514, 0.033, 0.005, 0.039, 0.074, 0.541, -0.674, -0.665, 0.530, 0.073, 0.041, 0.072, 0.069, 0.527, -0.660, -0.655, 0.567, 0.050, 0.071, -0.004, 0.073, 0.587, -0.659, -0.632, 0.591, 0.071, -0.015, 0.077, 0.041, 0.554, -0.647, -0.666, 0.539, 0.071, 0.075, 0.076, 0.027, 0.536, -0.646, -0.642, 0.572, 0.064, 0.075, 0.073, 0.061, 0.553, -0.648, -0.635, 0.589, 0.067, 0.076, 0.075, 0.071, 0.613, -0.617, -0.631, 0.501, 0.076, 0.076, 0.052, 0.070, 0.506, -0.655, -0.667, 0.532, 0.071, 0.064, 0.070, 0.068]
}